DFT (ωB97M-V/def2-TZVPD) results for a 6-piece molecular cluster, C17H45N4O5 overall at a distorted geometry.

```
71
Properties=species:S:1:pos:R:3:forces:R:3
C 3.609944 -1.451006 -1.454033 -0.58 0.37 0.73
C 3.595090 0.051593 -1.617380 -0.12 0.52 -0.40
N 4.383987 0.525747 -2.480370 0.45 0.23 -0.44
C 2.678502 0.978989 -0.834056 -0.27 -0.86 0.62
C 1.152105 0.818743 -1.098407 0.46 0.00 0.88
C 0.776676 0.469611 -2.531325 -0.78 0.98 -0.46
N -0.248146 -0.625135 -2.640650 2.18 0.24 0.28
C -0.147579 -1.609696 -1.781117 -0.24 -1.77 0.04
N -0.698316 -2.826225 -2.149575 0.09 -0.09 -0.36
N 0.388718 -1.516818 -0.544766 -0.27 1.84 -0.39
C 0.473897 -0.124991 -0.084413 -0.14 0.98 0.22
H 3.481713 -1.692418 -0.389540 0.21 -0.20 -0.15
H 2.777207 -1.919570 -1.996246 0.17 0.07 -0.09
H 4.548391 -1.842152 -1.837493 -0.08 -0.04 0.05
H 4.278316 1.540294 -2.524212 0.14 -0.02 -0.10
H 2.963166 2.025571 -0.955622 0.16 -0.18 -0.37
H 2.837392 0.768116 0.232782 -0.10 0.10 -0.08
H 0.708588 1.789709 -0.865613 0.12 -0.03 -0.10
H 0.331464 1.358488 -2.983184 -0.02 -0.22 -0.14
H 1.605301 0.187066 -3.188756 0.09 -0.10 0.36
H -0.205792 -1.025113 -3.575921 -1.26 0.21 -0.09
H -0.179599 -3.560589 -2.601615 -0.11 0.06 0.00
H -1.670429 -2.959926 -1.912388 0.18 -0.33 0.07
H 1.267085 -2.025298 -0.464848 -0.54 -0.73 0.45
H 0.945139 -0.038589 0.905535 -0.06 -0.29 -0.45
H -0.551687 0.273375 0.056970 0.44 -0.59 -0.09
C -0.572540 3.149032 2.664174 0.03 -0.05 -0.10
C 0.117890 1.979098 3.337606 0.07 0.33 -0.04
O 1.195737 1.487876 2.531808 0.03 -0.10 -0.15
H -0.960048 2.852775 1.687143 -0.08 -0.04 0.05
H -1.399192 3.517870 3.271652 0.02 0.03 -0.02
H 0.130375 3.969173 2.497832 -0.03 0.04 0.11
H -0.580406 1.155770 3.483124 0.12 -0.09 -0.05
H 0.512801 2.273575 4.313237 -0.11 -0.05 0.05
H 1.819428 2.213294 2.411992 -0.02 -0.06 0.10
C -4.270385 -2.183766 0.083371 0.01 0.09 0.02
C -3.857518 -0.797104 -0.369523 0.16 -0.50 0.01
O -2.620114 -0.419116 0.252367 0.02 0.29 -0.11
H -4.382216 -2.213492 1.167167 -0.03 -0.04 -0.02
H -5.213590 -2.480713 -0.375984 0.03 -0.03 -0.02
H -3.504553 -2.922804 -0.179273 -0.06 -0.06 -0.03
H -4.605466 -0.064714 -0.090350 0.13 0.12 -0.04
H -3.733570 -0.762096 -1.457639 -0.16 0.10 -0.01
H -1.956217 -1.067384 -0.001900 -0.20 -0.21 0.27
C 8.532800 0.211543 -3.005120 0.02 -0.02 -0.06
C 8.588057 1.022464 -1.724983 -0.34 0.00 -0.22
O 8.179776 2.368157 -1.957175 0.09 0.08 0.12
H 9.174767 0.654419 -3.767324 0.07 -0.01 0.07
H 8.852668 -0.817460 -2.831372 -0.03 0.00 -0.03
H 7.516311 0.199962 -3.407471 -0.02 -0.09 0.07
H 9.603191 1.053853 -1.332571 -0.03 0.14 0.02
H 7.937081 0.581633 -0.961445 0.12 -0.12 0.04
H 7.278170 2.342898 -2.294464 0.09 0.00 -0.03
C -1.351318 -2.695649 4.402630 0.06 -0.04 -0.05
C -2.341102 -2.588480 3.257024 -0.19 0.02 0.48
O -3.344813 -3.593704 3.351153 0.05 -0.03 -0.23
H -0.876525 -3.677520 4.405035 0.02 0.02 -0.05
H -0.576231 -1.930186 4.325375 -0.01 0.00 0.05
H -1.858665 -2.581265 5.362956 0.02 0.10 -0.01
H -1.833531 -2.722108 2.300922 -0.12 -0.08 -0.05
H -2.825133 -1.605685 3.254348 0.17 0.09 -0.11
H -3.804715 -3.473359 4.189380 0.02 -0.05 -0.06
C -7.657461 2.425365 0.516886 -0.02 -0.07 0.04
C -6.218080 2.144614 0.130701 -0.31 0.21 -0.29
O -6.150515 1.392051 -1.082645 0.12 -0.03 0.08
H -8.207224 1.491808 0.641356 0.05 0.00 0.05
H -7.710225 2.991249 1.447936 -0.03 0.02 -0.03
H -8.162915 2.995075 -0.266121 0.04 0.09 0.05
H -5.722855 1.559045 0.905531 0.05 -0.05 -0.08
H -5.664576 3.079853 -0.001153 0.04 0.00 0.16
H -6.578484 1.914375 -1.769952 0.01 -0.09 0.03
```
Forces are in eV/Å.

- Charge: +1
- Calculated total energy: -34548.3321 eV